Record 1
Formula: C19H31N2SSn
Source: the Open Molecules 2025 dataset
Level of theory: ωB97M-V/def2-TZVPD

```
! RIJCOSX wB97M-V def2-TZVPD def2/J DEFGRID3
* xyz 1 1
C -0.496 0.822 -5.540
C 0.091 2.164 -5.417
C 0.341 -0.300 -5.983
C -1.955 0.660 -5.468
H 0.407 -0.348 -7.086
H -0.065 -1.269 -5.654
H 1.374 -0.210 -5.613
H 0.086 2.701 -6.384
H 1.140 2.125 -5.089
H -0.475 2.793 -4.713
H -2.431 0.831 -6.452
H -2.410 1.384 -4.775
H -2.244 -0.354 -5.155
C 2.382 0.031 0.250
C 2.445 -0.743 -0.928
C 2.241 0.141 -2.054
H 2.665 -1.807 -0.986
C 1.985 1.480 -1.503
C 2.080 1.371 -0.077
H 2.011 2.195 0.625
H 2.610 -0.329 1.252
H 2.485 -0.070 -3.094
H 1.871 2.392 -2.082
C -2.355 -1.118 -0.304
C -1.385 -2.098 0.049
C -0.670 -2.482 -1.102
H -1.278 -2.559 1.030
C -1.232 -1.783 -2.232
C -2.279 -0.901 -1.710
H -2.951 -0.289 -2.311
H -3.086 -0.665 0.363
H 0.133 -3.216 -1.139
H -1.102 -2.044 -3.285
Sn -0.113 0.266 -1.697
C 0.545 2.319 5.688
C -0.509 1.525 4.929
N 0.092 1.202 3.619
C -0.073 0.044 2.929
S -0.494 0.236 1.288
N 0.108 -1.136 3.537
C 0.579 -1.433 4.912
C -0.472 -2.193 5.718
H 1.476 1.733 5.756
H 0.212 2.579 6.694
H 0.754 3.250 5.137
H -0.833 0.619 5.450
H -1.395 2.140 4.713
H -0.001 2.020 2.995
H 0.032 -1.947 2.914
H 1.480 -2.048 4.805
H 0.879 -0.502 5.405
H -0.669 -3.169 5.249
H -0.117 -2.385 6.736
H -1.414 -1.625 5.793
*
```

LUMO energy (alpha / beta): -3.77 / -5.25 eV



Record 2
Formula: C2H5N3S
Source: the Open Molecules 2025 dataset
Level of theory: ωB97M-V/def2-TZVPD

```
! RIJCOSX wB97M-V def2-TZVPD def2/J DEFGRID3
* xyz 0 1
H -2.838 -0.023 -0.652
N -2.485 -0.686 0.037
C -1.259 -0.370 0.372
N -0.442 0.591 -0.104
N 0.862 0.602 0.245
C 1.756 -0.262 -0.306
S 3.374 -0.332 0.109
H -0.832 -0.750 1.303
H -0.601 0.989 -0.995
H 1.187 1.262 0.943
H 1.278 -1.020 -0.952
*
```

SMILES: [H]/N=C\NNC=S
LUMO energy: 0.08 eV



Record 3
Formula: C8H18N2OP2
Source: the Open Molecules 2025 dataset
Level of theory: ωB97M-V/def2-TZVPD

```
! RIJCOSX wB97M-V def2-TZVPD def2/J DEFGRID3
* xyz 0 1
C 0.913 -1.333 -1.477
C 2.341 -0.716 -1.179
C -0.900 0.484 -0.719
C 2.304 0.791 -1.705
C -2.062 1.755 1.143
C 0.134 0.729 1.646
C -1.976 -0.593 1.375
C -1.113 0.610 0.823
N -0.268 -0.755 -1.206
N 2.556 -0.710 0.202
O 0.809 -2.471 -1.957
P -1.373 -1.976 -1.918
P 3.817 -0.241 0.942
H 2.907 -1.510 -1.778
H -1.936 0.492 -1.225
H 3.311 1.325 -1.901
H 1.686 1.406 -0.956
H 1.796 0.828 -2.671
H -2.487 1.587 2.192
H -2.974 1.644 0.509
H -1.515 2.776 1.021
H -0.095 1.213 2.572
H 0.386 -0.333 1.752
H 1.137 1.173 1.205
H -2.536 -0.391 2.228
H -1.348 -1.376 1.594
H -2.617 -0.844 0.589
H -2.481 -1.589 -1.274
H -1.215 -2.999 -1.093
H -0.426 1.341 -1.010
H 3.226 -0.312 2.276
*
```

LUMO energy: -0.63 eV



Record 4
Formula: C4H12N2P
Source: the Open Molecules 2025 dataset
Level of theory: ωB97M-V/def2-TZVPD

```
! RIJCOSX wB97M-V def2-TZVPD def2/J DEFGRID3
* xyz 1 1
C -2.503 0.104 -1.621
C 1.829 1.094 0.873
C 1.519 -0.535 -0.781
C 0.390 -0.900 1.344
N -2.273 0.603 -0.440
N 1.214 -0.169 0.615
P -2.123 -0.172 1.040
H -2.758 0.855 -2.429
H -2.437 -0.893 -1.617
H 2.796 0.928 1.221
H 2.052 1.796 0.142
H 1.215 1.525 1.725
H 2.550 -0.385 -0.828
H 1.594 -1.613 -0.837
H 0.998 0.089 -1.586
H 0.270 -0.485 2.272
H 0.137 -1.967 0.930
H -2.376 1.600 -0.419
H -2.094 -1.475 0.397
*
```

LUMO energy (alpha / beta): -4.45 / -4.45 eV



Record 5
Formula: CH5ClNOP
Source: the Open Molecules 2025 dataset
Level of theory: ωB97M-V/def2-TZVPD

```
! RIJCOSX wB97M-V def2-TZVPD def2/J DEFGRID3
* xyz 0 1
C -1.481 -0.014 -0.314
N 2.273 -0.291 0.177
O -0.118 -0.044 0.072
P 1.008 -0.987 -0.496
Cl -0.968 1.760 -2.800
H -1.997 0.360 0.650
H -1.913 -0.994 -0.450
H -1.909 0.522 -1.204
H 1.866 0.619 0.483
H 3.197 -0.632 0.242
*
```

LUMO energy: -2.24 eV



Record 6
Formula: C42H60BBiN6O2S3Se
Source: the Open Molecules 2025 dataset
Level of theory: ωB97M-V/def2-TZVPD

```
! RIJCOSX wB97M-V def2-TZVPD def2/J DEFGRID3
* xyz 0 1
Bi 0.435 -1.240 1.231
C -0.233 6.436 0.497
C -1.001 5.739 -0.626
C -0.401 6.189 -1.968
C -2.470 6.180 -0.552
C -0.913 4.218 -0.521
C -0.193 3.567 0.457
C -0.132 2.175 0.470
Se 1.043 1.392 1.777
C 2.626 1.359 0.691
C 3.391 2.516 0.645
C 4.466 2.592 -0.221
C 4.714 1.467 -1.006
C 3.979 0.288 -0.979
C 2.887 0.217 -0.079
O 2.157 -0.890 0.026
C 4.419 -0.824 -1.957
C 4.363 -0.265 -3.389
C 5.860 -1.237 -1.617
C 3.565 -2.098 -1.942
C 5.344 3.833 -0.359
C 6.800 3.475 -0.026
C 5.262 4.355 -1.802
C 4.896 4.954 0.581
C -0.787 1.340 -0.454
O -0.710 0.033 -0.392
C -1.512 2.024 -1.487
C -1.547 3.408 -1.472
C -2.191 1.242 -2.619
C -1.150 0.382 -3.358
C -3.289 0.341 -2.041
C -2.840 2.165 -3.654
H -0.325 7.518 0.383
H 0.831 6.185 0.467
H -0.627 6.166 1.480
H -0.427 7.279 -2.053
H -0.954 5.770 -2.811
H 0.637 5.860 -2.048
H -2.544 7.270 -0.620
H -2.916 5.863 0.394
H -3.058 5.749 -1.365
H 0.349 4.111 1.221
H 3.114 3.344 1.284
H 5.548 1.514 -1.698
H 5.029 0.588 -3.529
H 3.347 0.056 -3.629
H 4.656 -1.041 -4.101
H 6.557 -0.401 -1.693
H 6.196 -2.020 -2.303
H 5.910 -1.629 -0.599
H 2.533 -1.889 -2.226
H 3.555 -2.578 -0.966
H 3.988 -2.799 -2.669
H 7.197 2.730 -0.719
H 6.874 3.070 0.985
H 7.431 4.366 -0.090
H 5.652 3.624 -2.514
H 5.846 5.273 -1.907
H 4.226 4.570 -2.072
H 4.963 4.650 1.628
H 3.869 5.264 0.370
H 5.542 5.823 0.441
H -2.094 3.904 -2.263
H -0.676 -0.320 -2.675
H -0.376 1.015 -3.800
H -1.635 -0.179 -4.163
H -2.874 -0.358 -1.320
H -3.768 -0.225 -2.849
H -4.054 0.941 -1.540
H -2.106 2.825 -4.124
H -3.633 2.775 -3.214
H -3.288 1.552 -4.439
C 0.245 -4.927 -1.130
N -0.256 -5.052 0.227
C -1.388 -5.737 0.623
C -1.460 -5.610 1.964
N -0.379 -4.874 2.399
B -0.108 -4.539 3.918
N -0.897 -3.230 4.318
C -2.201 -3.229 4.762
C -2.564 -1.960 5.037
N -1.469 -1.171 4.753
C -1.399 0.270 4.912
C -0.451 -1.962 4.329
S 1.117 -1.382 3.917
C 0.368 -4.548 1.326
S 1.838 -3.665 1.256
H -0.507 -5.311 -1.815
H 1.172 -5.488 -1.246
H 0.457 -3.885 -1.356
H -2.030 -6.236 -0.083
H -2.185 -5.992 2.661
H 1.062 -4.379 4.092
H -0.601 -5.439 4.559
H -2.774 -4.137 4.826
H -3.493 -1.544 5.386
H -2.284 0.601 5.448
H -1.366 0.767 3.944
H -0.505 0.540 5.467
C -6.210 -4.730 -1.662
C -5.670 -4.534 -0.282
C -5.988 -5.313 0.787
C -5.407 -4.980 2.036
N -4.546 -3.998 2.185
C -4.164 -3.254 1.114
S -3.010 -2.060 1.112
N -4.802 -3.521 -0.090
C -5.757 -5.761 3.265
H -7.026 -5.448 -1.649
H -5.425 -5.109 -2.319
H -6.572 -3.788 -2.076
H -6.676 -6.140 0.690
H -4.544 -2.915 -0.857
H -6.671 -6.338 3.133
H -5.862 -5.086 4.113
H -4.946 -6.456 3.497
*
```

LUMO energy: -0.33 eV



Record 7
Formula: C27H28FN3O6S
Source: the Open Molecules 2025 dataset
Level of theory: ωB97M-V/def2-TZVPD

```
! RIJCOSX wB97M-V def2-TZVPD def2/J DEFGRID3
* xyz 0 1
C -1.708 -4.341 1.544
O -0.911 -3.889 0.476
C -0.366 -2.645 0.556
C -0.482 -1.778 1.634
C 0.145 -0.542 1.619
C 0.894 -0.133 0.520
N 1.551 1.107 0.492
C 1.548 1.966 1.655
C 0.184 2.579 1.995
O -0.281 2.425 3.113
N -0.421 3.326 1.057
C -0.052 3.438 -0.335
C -0.941 2.502 -1.157
N -2.325 2.906 -0.978
C -3.261 2.223 -1.863
C -3.535 0.784 -1.492
C -2.672 -0.231 -1.879
C -2.864 -1.555 -1.489
C -3.951 -1.821 -0.695
C -4.832 -0.811 -0.308
C -4.645 0.492 -0.690
O -5.831 -1.347 0.463
C -5.567 -2.731 0.527
O -4.373 -3.016 -0.168
C -2.708 2.831 0.421
C -1.799 3.730 1.259
S 2.731 1.388 -0.668
O 2.160 1.350 -1.982
O 3.401 2.597 -0.288
C 3.878 0.019 -0.482
C 4.395 -0.238 0.773
C 5.291 -1.278 0.942
C 5.647 -2.030 -0.166
F 6.516 -3.042 -0.009
C 5.143 -1.773 -1.431
C 4.246 -0.730 -1.584
C 0.973 -0.989 -0.580
C 0.364 -2.223 -0.555
H -2.582 -3.700 1.687
H -2.041 -5.338 1.260
H -1.137 -4.400 2.476
H -1.057 -2.047 2.506
H 0.025 0.097 2.477
H 2.259 2.770 1.450
H 1.878 1.422 2.549
H 0.999 3.215 -0.497
H -0.243 4.471 -0.645
H -0.677 2.587 -2.212
H -0.763 1.464 -0.833
H -2.852 2.282 -2.874
H -4.196 2.790 -1.835
H -1.827 0.002 -2.508
H -2.192 -2.338 -1.794
H -5.337 1.260 -0.386
H -6.402 -3.288 0.071
H -5.465 -3.038 1.581
H -3.742 3.170 0.514
H -2.638 1.802 0.813
H -2.035 3.633 2.319
H -1.907 4.772 0.946
H 4.100 0.379 1.607
H 5.714 -1.509 1.906
H 5.453 -2.379 -2.266
H 3.826 -0.485 -2.547
H 1.488 -0.676 -1.470
H 0.442 -2.886 -1.402
*
```

SMILES: COc1ccc(N(CC(=O)N2CCN(Cc3ccc4c(c3)OCO4)CC2)S(=O)(=O)c2ccc(F)cc2)cc1
LUMO energy: 0.41 eV



Record 8
Formula: C4H2O2
Source: the Open Molecules 2025 dataset
Level of theory: ωB97M-V/def2-TZVPD

```
! RIJCOSX wB97M-V def2-TZVPD def2/J DEFGRID3
* xyz 0 1
O 2.032 0.149 -1.729
C 0.892 -0.280 -1.630
C 0.292 -0.572 -0.368
C -0.338 0.005 0.598
C -0.982 0.644 1.549
O -1.568 1.280 2.348
H 0.281 -0.552 -2.516
H -0.609 -0.674 1.747
*
```

LUMO energy: -1.34 eV



Record 9
Formula: C23H22Cl2N2OOsP
Source: the Open Molecules 2025 dataset
Level of theory: ωB97M-V/def2-TZVPD

```
! RIJCOSX wB97M-V def2-TZVPD def2/J DEFGRID3
* xyz 3 1
Os -1.405 -1.260 0.296
Cl -1.780 -1.864 2.777
C -2.798 -3.265 2.417
Cl -2.817 -3.435 0.648
H -3.814 -3.082 2.780
H -2.361 -4.158 2.874
O -2.334 -1.355 -2.023
C -1.178 -1.259 -1.766
C 0.059 -1.279 -2.491
C 0.087 -1.378 -3.891
C 1.307 -1.516 -4.528
C 2.490 -1.533 -3.797
C 2.476 -1.395 -2.408
C 1.264 -1.260 -1.754
P 1.029 -1.123 0.048
C 2.656 -1.457 0.797
C 3.075 -2.749 1.115
C 4.379 -2.960 1.538
C 5.251 -1.884 1.666
C 4.832 -0.601 1.337
C 3.530 -0.371 0.929
C 0.690 0.640 0.410
C 0.419 0.928 1.764
C 0.117 2.220 2.142
C 0.056 3.225 1.183
C 0.334 2.945 -0.151
C 0.646 1.657 -0.549
H -0.839 -1.370 -4.447
H 1.337 -1.628 -5.602
H 3.433 -1.660 -4.307
H 3.406 -1.399 -1.856
H 2.392 -3.583 1.041
H 4.711 -3.956 1.784
H 6.254 -2.046 2.036
H 5.522 0.229 1.393
H 3.203 0.630 0.687
H 0.498 0.140 2.506
H -0.069 2.449 3.180
H -0.194 4.232 1.479
H 0.323 3.739 -0.881
H 0.886 1.446 -1.582
C -5.199 2.614 1.203
N -4.120 2.479 0.248
C -3.871 3.590 -0.642
C -3.343 1.464 0.293
N -2.639 0.536 0.358
H -6.047 3.100 0.721
H -4.887 3.243 2.043
H -5.513 1.645 1.587
H -4.826 3.993 -0.979
H -3.287 3.287 -1.510
H -3.343 4.393 -0.119
*
```

LUMO energy (alpha / beta): -11.99 / -12.14 eV



Record 10
Formula: BCsH4
Source: the Open Molecules 2025 dataset
Level of theory: ωB97M-V/def2-TZVPD

```
! RIJCOSX wB97M-V def2-TZVPD def2/J DEFGRID3
* xyz 0 1
Cs -1.482 -1.992 4.063
B 0.310 0.401 -0.789
H 0.919 -0.011 0.001
H 0.349 -0.213 -1.675
H -0.725 0.437 -0.484
H 0.630 1.378 -1.115
*
```

LUMO energy: -1.92 eV



Record 11
Formula: C20H56N2O10
Source: the Open Molecules 2025 dataset
Level of theory: ωB97M-V/def2-TZVPD

```
! RIJCOSX wB97M-V def2-TZVPD def2/J DEFGRID3
* xyz 0 1
C -2.954 2.898 -4.563
O -1.828 2.258 -4.017
C -1.794 0.863 -4.053
C -0.311 0.448 -4.295
C 0.434 1.321 -5.310
N -0.179 -1.001 -4.454
H -3.804 2.220 -4.700
H -2.695 3.194 -5.590
H -3.279 3.778 -4.012
H -2.101 0.328 -3.153
H -2.421 0.464 -4.859
H 0.085 0.738 -3.315
H -0.266 1.895 -5.922
H 1.215 0.785 -5.840
H 0.913 2.134 -4.755
H -0.419 -1.197 -5.425
H 0.817 -1.204 -4.415
C 4.986 -4.429 2.039
O 3.871 -3.757 2.526
C 4.007 -3.227 3.846
C 2.616 -2.866 4.365
C 1.740 -2.177 3.311
N 2.752 -1.957 5.528
H 5.939 -3.906 2.194
H 4.871 -4.634 0.977
H 5.105 -5.404 2.536
H 4.333 -4.048 4.498
H 4.741 -2.430 3.714
H 2.083 -3.756 4.717
H 2.326 -1.435 2.769
H 0.922 -1.652 3.804
H 1.337 -2.955 2.663
H 3.069 -2.565 6.283
H 1.858 -1.597 5.835
C 0.161 3.299 1.581
C 0.557 4.086 0.381
C -0.353 5.287 0.173
O 1.925 4.552 0.482
H -0.884 2.986 1.501
H 0.315 3.809 2.536
H 0.727 2.372 1.699
H 0.519 3.441 -0.505
H -0.209 5.961 1.025
H -1.393 4.975 0.101
H -0.069 5.856 -0.713
H 1.858 5.459 0.797
C -0.079 0.281 -0.033
C -0.623 -1.146 0.042
C -1.461 -1.254 1.343
O -1.582 -1.215 -1.036
H -0.684 1.113 0.316
H 0.316 0.501 -1.029
H 0.793 0.357 0.636
H 0.202 -1.859 0.033
H -0.768 -1.356 2.176
H -2.188 -2.044 1.162
H -1.961 -0.303 1.522
H -1.193 -0.733 -1.770
O -3.597 -5.101 -1.867
C -2.443 -4.689 -1.169
C -2.240 -5.392 0.139
O -3.227 -5.060 1.119
H -4.399 -4.769 -1.458
H -1.575 -4.954 -1.777
H -2.427 -3.601 -1.052
H -1.286 -5.055 0.579
H -2.084 -6.474 0.064
H -3.198 -5.673 1.854
O 3.847 2.599 0.145
C 3.787 1.449 0.955
C 3.889 0.167 0.119
O 5.100 -0.007 -0.528
H 3.162 3.274 0.313
H 4.735 1.503 1.525
H 2.920 1.483 1.623
H 3.050 0.332 -0.592
H 3.452 -0.701 0.615
H 5.256 0.677 -1.181
O -3.814 3.402 1.918
C -4.060 2.319 1.060
C -4.534 2.726 -0.321
O -5.861 3.247 -0.279
H -4.594 3.875 2.213
H -3.100 1.811 0.898
H -4.657 1.511 1.499
H -4.386 1.864 -0.972
H -3.842 3.495 -0.675
H -5.768 4.189 -0.112
*
```

SMILES: COC[C@H](C)N.COC[C@H](C)N.CC(C)O.CC(C)O.OCCO.OCCO.OCCO
LUMO energy: 0.46 eV



So what do the calculations give for M? Going down the list: 438.25, 103.15, 220.19, 119.13, 113.48, 1075.94, 541.60, 82.06, 634.55, 147.75, 484.67 Da.